# 1
18
Properties=species:S:1:pos:R:3:forces:R:3 method="wB97M-V/def2-TZVPD" s_squared=2.0078 orbital_gap_ev="6.03 / 6.64" homo_energy_ev="-5.11 / -8.92" total_charge=0 total_energy_ha=-936.46855 multiplicity=3
C 1.3019 0.1652 -0.5187 -1.56 -2.00 -0.06
C 0.2460 0.3080 -1.6713 -0.21 1.16 -0.65
C 0.8774 0.9873 0.7096 0.17 0.42 1.25
C -1.1493 -0.1723 -1.2475 3.06 0.45 -2.44
C -1.1107 -0.5797 2.1245 -0.65 0.13 0.23
P -1.0063 0.8469 0.9020 0.27 0.21 1.19
S -1.8669 2.5848 1.2082 -0.17 0.54 0.58
H 1.2154 -1.0095 -0.3003 0.94 2.44 -0.27
H 2.2635 0.5286 -0.9127 -0.10 -0.74 0.39
H 0.0938 1.4263 -2.0087 0.86 -2.09 0.31
H 0.6911 -0.3847 -2.4936 -0.98 1.47 0.78
H 1.1718 0.5877 1.7774 0.35 0.82 -2.28
H 1.3052 2.0447 0.5155 -1.25 -1.48 0.81
H -1.9795 0.1303 -1.7962 -1.34 0.71 -0.67
H -1.0872 -1.1715 -1.0329 -0.45 -2.60 1.00
H -2.0352 -0.5808 2.8007 1.16 0.17 -1.28
H -1.1297 -1.5397 1.4487 0.55 1.69 1.68
H -0.2344 -0.3430 2.7916 -0.65 -1.31 -0.58

***

# 2
41
Properties=species:S:1:pos:R:3:forces:R:3 method="wB97M-V/def2-TZVPD" orbital_gap_ev=7.17 homo_energy_ev=-7.87 smiles="CC(C)N1C(=O)S/C(=C/c2ccc(Sc3nc4ccccc4[nH]3)o2)C1=O" total_charge=0 total_energy_ha=-1881.32352
C 6.0840 2.6574 0.8453 -0.11 -0.08 -0.09
H 6.4198 3.6668 0.6255 0.03 0.12 -0.01
H 6.9442 2.0552 1.1258 0.06 0.01 0.04
C 5.4040 2.0693 -0.3858 0.17 0.34 -0.07
N 4.8402 0.7510 -0.0770 -0.03 0.65 -0.19
C 5.6308 -0.2920 0.3093 -0.46 -0.85 0.19
O 6.8191 -0.2965 0.4482 0.37 0.09 0.01
S 4.5985 -1.7247 0.5967 0.21 -0.04 0.03
C 3.1400 -0.8403 0.1696 -0.48 -0.81 0.17
C 1.9355 -1.4647 0.2021 0.77 0.22 0.04
C 0.6353 -0.9903 -0.0982 -0.25 1.28 -0.45
C 0.0897 0.1994 -0.5497 0.48 -0.62 0.28
C -1.2925 -0.0001 -0.6587 -0.31 -0.77 0.16
C -1.5182 -1.2995 -0.2610 -0.29 0.83 -0.34
O -0.3740 -1.9006 0.0760 -0.11 -0.34 0.16
S -2.9724 -2.2655 -0.1639 0.03 -0.29 -0.01
C -4.1587 -0.9759 -0.0830 0.24 0.05 0.18
N -5.2496 -0.9452 -0.7810 0.26 -0.57 -0.40
C -5.9137 0.1832 -0.3702 0.24 0.50 0.65
C -7.1296 0.7125 -0.7886 0.09 0.00 0.08
C -7.5505 1.8843 -0.1966 -0.17 -0.02 -0.13
C -6.7936 2.5264 0.7864 0.10 0.06 0.11
C -5.5834 2.0200 1.2164 0.04 0.10 0.09
C -5.1560 0.8410 0.6291 -0.48 -0.07 -0.40
N -4.0362 0.0646 0.8002 -0.11 -0.01 0.02
H -3.2762 0.2247 1.4400 -0.02 -0.07 -0.09
H -4.9990 2.5162 1.9762 0.03 0.08 0.08
H -7.1659 3.4420 1.2204 -0.03 0.07 0.04
H -8.4901 2.3228 -0.4972 -0.08 0.03 -0.03
H -7.7093 0.2140 -1.5477 -0.08 -0.06 -0.10
H -2.0243 0.7030 -1.0003 -0.18 0.09 -0.06
H 0.6335 1.0923 -0.7744 0.15 0.07 0.00
H 1.9431 -2.5048 0.5064 0.03 -0.08 0.02
C 3.4739 0.5405 -0.1772 -0.13 0.14 -0.05
O 2.7051 1.4173 -0.5072 -0.10 0.01 -0.03
C 6.3543 1.9739 -1.5740 -0.13 -0.03 0.09
H 7.2166 1.3631 -1.3200 0.07 -0.01 -0.03
H 5.8493 1.5354 -2.4320 -0.02 -0.01 -0.10
H 6.6969 2.9688 -1.8442 0.04 0.11 -0.05
H 4.5335 2.6792 -0.6553 0.22 -0.16 0.07
H 5.3902 2.6964 1.6825 -0.04 0.04 0.09

***

# 3
15
Properties=species:S:1:pos:R:3:forces:R:3 method="wB97M-V/def2-TZVPD" orbital_gap_ev=7.49 homo_energy_ev=-7.18 smiles="C[NH+](C)/C=C/[O-]" total_charge=0 total_energy_ha=-287.71014
C 0.7186 1.5562 -0.0541 0.02 0.09 -0.07
N -0.0009 0.3343 0.3845 0.00 -0.02 0.14
C 0.9853 -0.7375 0.6858 0.03 -0.09 0.00
C -1.0095 -0.0228 -0.6436 -0.21 -0.04 -0.03
C -1.5259 -1.3173 -0.7545 0.19 -0.02 0.09
O -2.4922 -1.6667 -1.4400 0.12 0.04 0.09
H 1.1647 1.3220 -1.0208 0.02 0.08 0.12
H 1.4742 1.8366 0.6863 -0.13 -0.04 -0.10
H -0.0116 2.3564 -0.1781 0.11 -0.08 0.00
H 1.7461 -0.3331 1.3589 -0.10 -0.06 -0.11
H 0.4783 -1.5767 1.1595 0.09 0.13 -0.08
H 1.4214 -1.0598 -0.2613 -0.05 0.05 0.14
H -1.5441 0.8475 -1.0077 0.08 -0.12 0.05
H -0.4500 0.5670 1.2780 0.04 -0.04 -0.11
H -0.9545 -2.1062 -0.1928 -0.21 0.12 -0.13

***

# 4
14
Properties=species:S:1:pos:R:3:forces:R:3 method="wB97M-V/def2-TZVPD" s_squared=2.0177 orbital_gap_ev="5.92 / 7.28" homo_energy_ev="-5.24 / -9.63" total_charge=0 total_energy_ha=-630.42540 multiplicity=3
C -1.7919 -1.3278 -0.3372 -0.80 -2.28 -2.04
C -0.5174 -1.1868 -0.0757 2.57 4.90 3.91
C -0.5688 1.2401 0.6433 -3.50 4.46 -1.24
C -0.0621 0.0145 0.7756 3.27 -9.04 -0.61
O 2.1254 0.5113 -1.3661 0.22 0.56 -0.43
S 1.4116 -0.2976 1.6947 -0.85 2.52 -0.07
H -1.9938 -2.2002 -1.0051 -0.84 1.04 0.76
H -2.4576 -0.6819 0.1769 -1.06 0.17 -0.16
H 0.3411 -1.7147 -0.3189 0.92 -1.92 -0.84
H -1.3629 1.3320 -0.1164 0.53 0.61 0.57
H -0.1673 2.0104 1.2189 0.06 1.51 0.56
H 1.9694 1.2568 -1.9806 -0.16 -0.86 0.49
H 1.3383 -0.0488 -1.3357 0.00 0.43 -0.22
H 1.7361 1.0927 2.0262 -0.37 -2.11 -0.67

***

# 5
36
Properties=species:S:1:pos:R:3:forces:R:3 method="wB97M-V/def2-TZVPD" orbital_gap_ev=9.74 homo_energy_ev=-8.96 smiles="CC1(C)CCCC2=C[C@](C)(O)CC[C@@H]21" total_charge=0 total_energy_ha=-583.69999
O 2.1927 2.3992 0.0910 1.73 4.40 2.61
C -0.5171 0.5139 0.8677 2.86 3.03 2.22
C 0.3541 1.4624 1.4400 -0.48 -1.91 -2.23
C 2.8842 1.8865 2.1681 0.69 -0.93 1.19
C -1.0657 -0.5027 -2.3329 2.70 -0.05 -0.60
C -0.4074 -2.6919 -1.2370 -4.92 0.16 -0.41
C -1.9940 0.6624 1.2287 0.46 1.34 -0.90
C -2.7978 0.1530 0.0671 -0.72 -1.80 -0.40
C 1.3246 -0.2027 -0.6845 0.24 1.65 -1.17
C 2.2535 0.2462 0.3840 3.08 -1.07 1.16
C -2.3935 -1.2923 -0.4029 0.10 1.10 0.75
C 0.0917 -0.6434 0.0192 -2.74 0.65 0.04
C 1.8597 1.5113 1.1034 0.35 -1.40 -0.39
C -0.9254 -1.2521 -0.9790 -1.24 -0.93 -0.18
H 1.7047 2.1565 -0.6076 -2.73 -0.88 -4.25
H -0.0305 2.3308 1.9354 -0.39 0.23 0.47
H 3.0775 0.9762 2.8604 -0.02 1.56 -1.11
H 2.4426 2.6671 2.7873 0.20 0.14 0.14
H 3.8559 2.3205 1.6849 -1.84 -1.16 0.87
H -0.0919 -0.6589 -2.9777 -1.79 0.41 1.18
H -1.2027 0.5940 -2.2173 -0.07 -0.74 -0.16
H -1.8633 -0.9646 -2.9014 -0.27 0.16 -0.11
H 0.2759 -2.7443 -1.9722 2.14 0.02 -3.09
H -1.2204 -3.4742 -1.4291 0.81 1.27 -0.10
H 0.0923 -3.0715 -0.4535 1.58 -1.16 3.33
H -2.3627 1.7436 1.3060 1.26 -1.07 0.20
H -2.2348 0.2363 2.2198 0.01 -0.38 -0.66
H -3.8134 0.2449 0.4303 -0.67 -0.52 -0.47
H -2.7376 0.7332 -0.8571 0.17 0.61 0.53
H 1.7813 -0.9148 -1.3821 -0.19 -0.28 0.47
H 1.0607 0.6670 -1.3757 0.19 -0.95 0.75
H 3.3145 0.4718 0.0654 -1.12 -0.40 -0.14
H 2.3995 -0.5535 1.1023 -0.23 -0.56 0.25
H -2.5017 -1.9675 0.4436 0.29 -0.24 0.19
H -3.1293 -1.6313 -1.1467 0.46 0.01 -0.05
H 0.3238 -1.4109 0.7520 0.13 -0.30 0.05

***

# 6
49
Properties=species:S:1:pos:R:3:forces:R:3 method="wB97M-V/def2-TZVPD" orbital_gap_ev=6.48 homo_energy_ev=-5.19 total_charge=-1 total_energy_ha=-2405.30257
Mg 0.5981 0.4541 -0.8862 -0.12 -0.80 0.05
C 1.3458 -3.0962 -3.4033 1.83 -1.37 -0.44
C 1.2559 -2.0569 -2.3753 -0.29 -0.31 0.78
N 1.2029 -0.8108 -2.6527 -0.28 0.68 0.55
O 1.2983 -0.5305 -3.9949 -0.95 1.32 -0.66
C 1.1598 -2.4789 -0.9788 -0.26 -1.12 0.18
C 1.1707 -3.9330 -0.5463 0.56 0.76 0.19
N 0.9569 -1.5654 -0.0927 0.00 0.34 -0.19
O 0.9010 -1.9057 1.1455 -0.14 0.24 0.12
H 0.9660 -4.0701 -3.1022 -0.53 0.33 0.04
H 2.4187 -3.3595 -3.6153 -0.64 0.55 0.13
H 0.9426 -2.7605 -4.3242 -0.49 0.23 -0.81
H 0.5808 0.1961 -4.1713 0.81 -1.04 0.02
H 1.5354 -4.5554 -1.3498 0.17 -0.35 0.10
H 0.1726 -4.2642 -0.2509 -0.02 0.07 0.02
H 1.8145 -4.0054 0.3468 -0.24 -0.16 -0.38
C -2.6626 4.1437 -0.4494 -0.83 -0.25 0.62
O -1.3314 3.9567 -0.8638 0.70 0.95 -0.06
C -0.8859 2.7659 -1.2107 -0.50 -0.13 0.19
O 0.2886 2.4745 -1.1056 0.39 0.13 -0.09
N -1.8593 1.9118 -1.5813 0.13 -1.40 0.09
N -1.4704 0.5581 -1.6997 0.12 0.22 -0.13
H -2.6790 4.9517 0.2643 0.19 0.38 0.02
H -3.0919 3.2808 0.0421 0.35 -0.45 0.27
H -3.3574 4.3497 -1.2400 -0.04 0.42 -0.83
H -2.5538 2.2371 -2.2209 -0.42 0.15 -0.30
H -1.5075 0.2702 -2.6783 -0.07 0.17 -0.24
H -2.0539 0.0032 -1.0842 -0.03 -0.08 -0.02
O 0.1113 2.7807 -6.0944 0.99 0.00 -0.45
S -0.9940 2.3222 -5.2745 -1.43 0.90 0.04
N -1.0377 1.0771 -4.5236 0.61 -0.94 0.78
O 0.0862 -0.1030 6.8479 0.41 0.20 0.02
N 0.9177 0.3381 6.0616 -0.32 -0.20 -0.49
O 1.9576 0.8889 6.3740 0.07 0.07 0.44
C 0.6381 0.2000 4.6518 -0.02 -0.40 -0.25
C -0.4908 -0.5370 4.2512 0.81 1.33 -1.18
C -0.7950 -0.5515 2.9113 0.04 -0.50 1.33
C -0.0382 0.1417 1.9185 0.84 0.38 0.16
O -0.5247 0.5317 0.8564 -0.41 0.25 -1.37
C 1.2458 0.6460 2.3779 -0.18 0.05 0.58
C 1.5203 0.7327 3.7097 0.01 0.29 1.14
N 2.2405 1.1724 1.5048 -0.54 -0.84 -1.27
O 2.1686 0.9247 0.2772 0.24 0.47 0.66
O 3.1803 1.7650 1.9443 0.75 0.61 0.48
N -1.9133 -1.3753 2.5300 0.71 0.40 -2.06
O -2.0866 -1.6008 1.3336 -0.20 0.10 0.71
O -2.5904 -1.8230 3.4099 -1.24 -0.78 1.06
H -1.1443 -0.9749 4.9550 -0.39 -0.52 0.58
H 2.3931 1.2835 4.0568 -0.15 -0.35 -0.12